Below is 3 unconnected molecules or ions with the total composition C28H48ClFN7O6P3, with properties calculated with ωB97M-V with the def2-TZVPD basis set.

- orbital gap (eV) = 6.113
- E_HOMO (Ha) = -0.2904
- net charge = 0
- structure (SMILES) = O=C1NC(=O)c2c1c(Cl)c(F)c(CCc1ccccc1)c2P(O)O.CN(C)P(=O)(N(C)C)N(C)C.CN(C)P(=O)(N(C)C)N(C)C
- max |F| (eV/Å) = 9.3
- spin multiplicity = 1
- electronic energy (Ha) = -3513.6005

```
94
Properties=species:S:1:pos:R:3:lowdin_charge:R:1
C 2.907 -1.081 -2.924 -0.021
H -5.225 -1.284 2.734 0.057
C 5.133 0.702 -5.675 -0.170
C 2.835 -1.526 -1.320 -0.060
N 0.235 0.499 3.235 -0.299
H -5.319 -3.997 -1.749 0.072
C 3.919 1.805 -5.394 -0.054
C 4.418 -0.788 -5.418 -0.182
H -8.865 -0.854 -0.143 0.078
H 2.617 -3.249 3.184 0.075
N -5.803 -3.028 0.084 -0.356
H 2.176 -2.114 5.456 0.089
C -0.987 -0.070 3.770 -0.118
H -1.878 0.448 3.395 0.060
C 4.312 -1.175 -3.825 -0.155
N 2.383 0.723 4.377 -0.315
H -4.810 -3.415 1.918 0.088
H 1.668 -2.696 1.789 0.057
H 1.828 -1.489 -0.694 0.081
H -7.880 0.808 -1.126 0.081
O 4.670 1.351 -1.276 -0.365
C 4.178 -2.099 -0.557 -0.059
Cl 0.245 3.365 -7.570 0.566
H 0.828 2.161 2.085 0.079
O -0.308 5.827 -4.767 0.006
H 6.056 0.851 -4.971 0.084
C -5.361 -4.212 -0.675 -0.153
N 0.794 4.893 -2.710 0.050
C -7.973 -1.371 0.232 -0.122
N 1.184 -1.727 3.622 -0.352
C -3.717 0.535 0.484 -0.132
C 2.803 1.995 -6.581 -0.045
C -5.196 -0.368 2.146 -0.118
H -1.136 -1.112 3.473 0.090
H -6.159 0.860 -1.453 0.077
H 4.205 -2.462 0.569 0.085
C 5.570 -2.159 -1.453 -0.079
H 0.226 2.561 3.706 0.079
H 3.974 1.539 3.239 0.070
H 3.297 -0.656 -5.803 0.113
C 3.910 2.595 -3.934 -0.170
H 5.497 0.966 -0.838 0.063
H 0.351 3.947 -2.531 0.143
N -6.752 -0.802 -0.303 -0.307
H -4.599 0.312 2.767 0.080
C 1.171 -2.111 5.026 -0.142
P 5.264 2.330 -2.588 0.919
H -4.294 1.385 0.107 0.064
O -3.734 -2.170 -0.618 -0.316
C 1.568 3.850 -4.877 -0.020
O 2.999 4.918 -1.331 0.021
H 1.900 -0.696 -3.396 0.084
H -8.123 -2.413 -0.065 0.086
H 3.880 2.169 4.864 0.078
H -3.107 0.867 1.326 0.055
C -5.816 -3.412 1.488 -0.144
H -4.370 -4.550 -0.354 0.076
C 5.660 -1.729 -3.043 -0.038
H 6.659 -1.784 -3.683 0.095
H 0.928 -3.747 2.993 0.080
H 5.535 0.803 -6.793 0.128
P 1.849 -0.233 3.067 0.775
H -6.250 -4.406 1.632 0.084
H -6.059 -5.048 -0.545 0.077
C 0.088 1.896 2.848 -0.132
H -3.013 0.238 -0.299 0.072
C -6.898 0.594 -0.690 -0.138
C 1.581 3.069 -6.319 -0.402
H 6.556 -2.567 -0.955 0.076
H -6.464 -2.752 2.072 0.054
H 2.388 1.613 6.305 0.086
H 0.737 -3.104 5.171 0.084
P -5.138 -1.534 -0.471 0.773
O 3.253 -0.869 2.921 -0.325
H 2.693 2.686 3.645 0.064
H -1.016 0.002 4.861 0.078
H -6.761 1.260 0.168 0.078
O 5.883 3.873 -2.000 -0.367
H 0.523 -1.451 5.610 0.054
H 1.761 0.017 6.272 0.057
C 3.270 1.837 4.022 -0.133
H -0.893 2.109 2.412 0.073
C 1.791 0.933 5.684 -0.119
H -6.197 0.062 2.103 0.068
C 0.558 4.965 -4.227 -0.242
H 0.790 1.363 5.641 0.067
C 2.665 3.640 -3.677 -0.005
N -4.604 -0.578 0.839 -0.312
F 2.893 1.204 -7.847 -0.063
C 2.261 4.572 -2.389 -0.218
H -8.003 -1.299 1.323 0.077
H 6.824 3.735 -1.626 0.076
C 1.626 -2.911 2.863 -0.150
H 4.935 -1.631 -6.044 0.119
```

=====

Below is a molecular structure, C28H48FInN4PS3, with properties calculated with ωB97M-V with the def2-TZVPD basis set.

- relative energy (zero: lowest compared OMol25 entry of this formula, charge and spin) (kcal per mole) = 0.0
- orbital gap (eV) = 8.026
- E_HOMO (Ha) = -0.3857
- net charge = +1
- max |F| (eV/Å) = 0.8
- spin multiplicity = 1
- electronic energy (Ha) = -3140.5183

```
86
Properties=species:S:1:pos:R:3:lowdin_charge:R:1
C 1.769 0.480 -3.830 -0.219
H -4.147 0.788 -0.474 0.083
C -0.890 1.475 3.140 -0.487
C -2.467 0.795 -5.637 -0.212
H -3.724 3.880 -4.092 0.120
H 1.641 -0.052 -2.892 0.065
H -0.197 -2.169 3.362 0.067
H -2.156 -2.934 2.402 0.089
H 2.352 -1.094 2.765 0.086
H -2.472 1.867 -5.451 0.098
C 3.046 1.306 -3.852 -0.184
H -0.228 2.650 -5.418 0.104
C -2.974 2.382 -2.758 -0.223
H -0.250 2.335 2.931 0.087
N 0.612 1.340 -4.032 -0.215
C 1.872 -4.177 1.526 -0.270
H 0.634 1.286 -6.133 0.124
N -1.596 2.420 -3.247 -0.204
H 1.593 -2.320 -1.265 0.119
C -2.602 -1.893 -5.612 -0.182
S -2.178 1.563 0.603 0.905
C 1.919 2.874 -5.438 -0.181
C 1.965 -1.534 0.702 -0.379
P -0.865 0.915 -3.377 0.564
In -0.025 0.291 -0.275 0.562
C -3.681 3.703 -3.013 -0.172
C -3.003 -1.010 -0.345 -0.495
C -2.934 4.837 -2.333 -0.199
H 0.183 3.468 -2.961 0.101
C 2.105 -3.192 2.465 -0.004
H 1.813 -0.276 -4.628 0.130
H -0.773 3.256 -1.485 0.094
H -2.983 4.701 -1.246 0.112
N -0.720 0.017 -2.120 -0.279
H -2.985 -1.341 -3.569 0.108
H -2.687 2.563 2.695 0.091
C -3.465 0.320 0.242 -0.445
H 2.265 -3.462 3.496 0.127
F 1.819 -5.464 1.926 0.067
C -0.916 -1.370 3.159 -0.449
C -2.228 1.608 2.429 -0.458
H -1.425 5.082 -3.841 0.120
H -3.398 5.798 -2.554 0.114
N -1.794 0.131 -4.515 -0.193
H -0.904 5.586 -2.239 0.117
S -1.564 -1.816 0.407 0.932
H -1.079 1.473 4.218 0.094
H -4.449 0.443 -4.897 0.100
H -2.654 -0.857 -1.372 0.022
C 1.698 -3.886 0.182 0.009
C 3.166 2.043 -5.178 -0.202
C -3.884 0.264 -5.814 -0.176
C 0.659 2.025 -5.322 -0.212
C 1.984 -0.115 0.246 -0.247
H -4.749 -1.712 -5.703 0.109
C 1.745 -2.563 -0.217 -0.066
H -3.494 1.560 -3.245 0.099
C -1.481 4.833 -2.779 -0.174
H 3.009 2.028 -3.029 0.116
H -4.383 0.830 -6.601 0.116
H -1.787 -1.787 -6.330 0.116
C -1.975 -1.882 2.175 -0.439
H -1.907 0.634 -6.566 0.119
H -1.315 -1.803 -3.876 0.107
S 0.113 0.039 2.705 0.914
H -1.410 -1.137 4.104 0.096
H 1.865 3.695 -4.719 0.109
H 2.512 0.022 -0.694 0.049
C -2.168 -1.267 -4.299 -0.220
H 1.530 -4.686 -0.521 0.126
H -4.025 0.193 1.169 0.078
H 4.058 2.671 -5.196 0.113
H -4.708 3.639 -2.652 0.116
C 2.150 -1.871 2.041 -0.121
H 3.280 1.310 -5.982 0.117
H -2.919 -1.360 2.316 0.068
H 1.959 3.319 -6.434 0.116
H -2.760 -2.964 -5.469 0.115
C -0.835 3.471 -2.570 -0.215
H -2.976 2.179 -1.657 0.053
H 3.911 0.661 -3.688 0.115
H -3.845 -1.704 -0.360 0.099
H -3.947 -1.388 -7.219 0.110
H 2.368 0.578 0.989 0.052
C -3.873 -1.234 -6.144 -0.189
H -2.904 0.819 2.755 0.070
```

=====

Below is a molecular structure, C28H48O14, with properties calculated with ωB97M-V with the def2-TZVPD basis set.

- relative energy (zero: lowest compared OMol25 entry of this formula, charge and spin) (kcal per mole) = 1112.3
- orbital gap (eV) = 7.280
- E_HOMO (Ha) = -0.2564
- net charge = 0
- max |F| (eV/Å) = 17.1
- spin multiplicity = 1
- electronic energy (Ha) = -2147.3480

```
90
Properties=species:S:1:pos:R:3:lowdin_charge:R:1
C -9.509 1.721 -18.956 -0.383
H -8.394 6.680 -15.388 0.088
H -9.160 0.342 -14.152 0.039
C -7.885 3.401 -19.275 -0.170
O -10.243 -1.217 -12.188 0.060
H -7.381 6.849 -16.877 0.098
H -9.747 4.544 -19.347 0.129
H -7.123 2.588 -16.042 0.157
C -11.579 0.793 -12.708 -0.187
H -14.783 -2.431 -13.557 0.128
O -9.436 1.167 -15.983 -0.088
H -7.551 2.382 -13.567 0.150
H -12.969 -0.014 -13.994 0.113
H -7.277 4.206 -18.862 0.092
C -11.775 -1.645 -13.594 -0.244
H -11.136 1.553 -18.135 0.041
C -9.277 3.732 -19.901 -0.103
C -13.167 -2.955 -14.807 -0.344
O -8.339 4.190 -15.653 0.087
O -12.991 -0.779 -15.373 -0.078
H -12.585 -2.641 -17.897 0.119
H -11.516 1.676 -16.406 0.089
C -4.941 -3.153 -13.242 0.011
H -9.217 2.780 -11.474 0.157
H -11.572 0.781 -13.797 0.007
C -12.749 -1.188 -16.461 -0.479
H -8.854 -2.071 -14.778 0.117
H -8.883 -1.990 -13.029 0.134
H -9.644 -1.848 -17.281 0.148
H -8.778 2.381 -16.469 0.046
H -11.544 2.123 -10.992 0.123
O -8.052 4.614 -17.870 -0.016
C -14.122 -1.900 -14.241 -0.002
O -9.314 0.830 -12.116 0.059
H -9.301 2.464 -13.791 0.021
H -11.438 -2.054 -12.641 0.147
O -13.348 -4.017 -15.403 0.113
H -7.590 0.225 -13.196 0.151
C -8.344 2.345 -18.297 -0.084
H -11.793 2.875 -12.505 0.128
O -6.453 -2.050 -11.771 0.080
H -11.110 -0.832 -13.885 0.075
C -8.197 -0.150 -14.020 -0.055
C -11.206 2.091 -12.028 -0.057
C -9.698 2.140 -12.214 -0.177
C -8.257 6.381 -16.427 0.041
H -9.348 2.523 -13.173 -0.028
H -11.299 -1.212 -15.014 0.062
O -12.816 -0.498 -17.566 -0.003
H -10.874 -0.641 -17.436 0.099
H -7.970 -0.044 -16.829 0.152
H -9.180 0.644 -17.951 -0.076
H -14.660 -1.368 -15.025 0.150
H -4.284 -3.004 -12.385 0.090
C -6.220 -2.495 -12.905 -0.527
C -8.317 -1.689 -13.910 -0.094
C -13.097 -0.978 -13.503 -0.195
O -10.106 2.598 -19.786 0.082
H -7.546 1.658 -18.015 0.153
H -7.305 2.907 -20.054 0.115
O -9.964 0.584 -18.836 0.077
O -11.838 -2.663 -14.538 0.021
C -10.128 0.568 -15.029 -0.416
H -11.371 -2.841 -16.522 0.112
H -12.164 2.752 -17.646 0.099
C -11.935 1.713 -17.411 -0.018
C -13.184 0.883 -17.670 -0.127
H -8.645 2.840 -17.374 0.076
C -10.002 -0.917 -16.843 -0.039
C -12.396 -2.625 -16.824 0.037
H -14.102 1.103 -17.125 0.128
H -13.365 -0.780 -12.465 0.114
C -8.135 2.784 -15.687 -0.135
H -7.728 0.002 -14.993 0.134
H -9.227 3.988 -20.960 0.132
H -13.043 -3.369 -16.359 -0.057
H -8.436 1.099 -14.299 -0.044
H -13.473 0.981 -18.716 0.129
O -10.579 1.199 -14.061 -0.029
C -9.016 0.235 -16.954 -0.158
H -9.550 -1.464 -14.793 0.027
C -8.362 2.186 -14.269 0.000
H -12.501 0.399 -12.280 0.095
C -8.240 4.922 -16.744 -0.478
C -10.323 -0.016 -12.260 -0.363
H -9.094 6.856 -16.938 0.092
H -5.040 -4.225 -13.413 0.094
O -7.040 -2.379 -13.947 0.031
C -10.307 -0.915 -15.354 -0.088
H -4.518 -2.612 -14.089 0.092
```